98
Properties=species:S:1:pos:R:3:forces:R:3:lowdin_charge:R:1 method="wB97M-V/def2-TZVPD" e_homo_ev=-8.69 smiles="CC[C@H](Br)[C@]1(SCC(=O)OC[C@H](C)OC(=O)CS)[C@](CCN)(C[SH](=O)=O)[C@](P(O)O)(S(=O)(=O)C(F)(F)F)O[C@@]1(S)B(O)O.CN(C)C=O.CN(C)C=O"
C -1.350559 -0.958533 2.731554 0.125 -0.203 0.123 -0.095
C -0.085585 -1.396018 1.985955 -0.785 -0.277 0.404 -0.339
C -0.438243 -2.146145 0.699374 0.525 0.011 0.384 -0.629
Br -0.859906 -3.978547 1.273493 -0.191 -0.078 0.146 0.912
C 0.510824 -1.971230 -0.496260 -0.389 -0.024 -0.992 -0.461
S -0.147568 -2.750085 -2.066767 -0.196 -0.027 -0.024 1.103
C -1.623419 -3.748640 -1.845291 -0.307 0.466 -0.176 -0.369
C -3.006755 -3.222840 -1.536064 -1.640 -1.553 0.652 -0.507
O -3.893886 -4.051445 -1.303889 1.645 1.704 -0.399 0.088
O -3.229553 -1.900563 -1.561868 0.228 -0.330 0.582 0.019
C -4.581711 -1.593038 -1.162615 -0.511 0.609 -0.562 -0.113
C -4.795804 -0.080404 -1.099538 0.774 -0.293 0.326 -0.289
C -4.734376 0.489557 0.313259 0.187 0.046 -0.401 0.003
O -5.979231 0.325737 -1.799705 -0.337 0.022 0.044 -0.017
C -7.181983 -0.006405 -1.244034 -1.279 1.883 1.198 -0.526
O -7.872099 0.837373 -0.682014 1.401 -1.515 -1.138 0.123
C -7.662961 -1.416252 -1.416810 0.040 0.193 -0.340 -0.438
S -7.708595 -1.894567 -3.171343 -0.199 -0.378 -0.108 0.765
C 2.062747 -2.281252 -0.351836 0.449 -1.231 0.641 -0.322
C 2.717542 -2.783150 -1.650372 -0.211 0.371 -0.096 -0.197
C 4.205092 -3.125710 -1.617507 0.102 -0.242 -0.670 -0.269
N 4.437858 -4.299483 -2.486522 0.376 0.171 0.190 0.027
C 2.347732 -3.354576 0.725530 -0.281 0.403 0.031 -0.232
S 2.215589 -5.074967 0.284272 0.229 -0.090 -0.424 0.668
O 3.530898 -5.580628 0.030115 0.467 -0.173 0.175 -0.326
O 1.191016 -5.313664 -0.684141 -0.367 -0.079 -0.122 -0.372
C 2.694563 -0.908124 0.055462 -0.818 0.654 -1.457 -0.413
P 4.221665 -0.143909 -0.908954 1.697 -0.517 0.665 0.941
O 3.817627 -0.210294 -2.474452 -0.366 -0.200 0.227 -0.238
O 3.904190 1.398252 -0.511831 0.094 0.085 -0.259 -0.256
S 3.212806 -0.633222 1.837580 -0.865 1.105 1.175 0.774
O 2.700418 -1.565549 2.797248 0.426 -0.657 -0.320 -0.273
O 2.936616 0.744007 2.104928 0.340 0.206 -0.333 -0.248
C 5.088725 -0.802501 2.004600 -0.104 -0.230 0.561 -0.660
F 5.705709 0.347730 1.736412 -0.139 -0.812 0.028 0.134
F 5.571846 -1.818238 1.274763 0.021 0.452 0.300 0.111
F 5.253413 -1.099910 3.306471 0.213 0.284 -0.775 0.134
O 1.686442 0.047470 -0.183037 0.263 0.066 -0.246 -0.179
C 0.535242 -0.465016 -0.893749 0.115 1.265 0.981 -0.513
S -0.820732 0.517513 -0.108261 -1.044 -0.101 0.249 0.976
B 0.371887 -0.142470 -2.504581 0.026 -0.023 -0.191 -0.747
O -0.845615 0.309359 -2.958681 -0.065 -0.150 0.600 0.103
O 1.407240 -0.201948 -3.408415 -0.152 -0.057 0.281 0.141
H -2.232642 -1.425789 2.315140 -0.391 0.003 -0.210 0.058
H -1.453268 0.114277 2.744649 -0.151 0.326 -0.107 0.047
H -1.310064 -1.282268 3.758597 0.054 -0.070 0.435 0.079
H 0.500403 -0.518101 1.798731 0.420 0.170 -0.108 0.064
H 0.428379 -2.059359 2.652725 0.584 -0.167 0.095 0.067
H -1.401475 -1.792697 0.382132 -0.407 0.029 -0.382 0.031
H -1.756328 -4.181232 -2.828720 0.188 -0.118 -0.482 0.099
H -1.472670 -4.591538 -1.202117 0.248 -0.301 0.339 0.031
H -4.829753 -2.046212 -0.215754 0.173 -0.450 0.234 0.134
H -5.224942 -1.974190 -1.938141 -0.236 -0.399 -0.183 0.094
H -3.973128 0.336748 -1.656011 0.136 0.331 -0.458 0.145
H -4.134218 1.382056 0.309417 0.178 0.498 0.035 0.074
H -5.704435 0.757604 0.702431 -0.339 -0.138 0.176 0.081
H -4.233238 -0.210445 0.960250 0.081 -0.285 0.417 0.074
H -7.054137 -2.112275 -0.861506 0.308 -0.231 0.142 0.071
H -8.659555 -1.456901 -1.019946 -0.423 -0.008 0.110 0.078
H -7.018118 -0.865332 -3.654680 0.144 0.177 0.010 -0.131
H 2.534440 -2.045076 -2.413655 0.142 0.273 -0.286 0.080
H 2.224603 -3.662925 -2.017214 -0.287 -0.459 0.196 0.066
H 4.774348 -2.315421 -2.038131 0.218 0.430 -0.016 0.065
H 4.611542 -3.284616 -0.630806 -0.075 -0.185 0.365 0.093
H 5.064462 -4.024942 -3.227244 0.008 0.064 -0.295 0.063
H 4.964917 -4.984032 -1.966341 -0.215 -0.381 0.172 0.058
H 1.725968 -3.212120 1.589814 -0.314 -0.124 0.269 0.044
H 3.348886 -3.238180 1.101763 0.496 -0.241 0.002 0.087
H 1.818434 -5.586731 1.467298 -0.143 0.029 0.175 0.072
H 4.148402 0.536712 -2.971726 0.029 0.276 -0.355 0.082
H 3.875854 1.939703 -1.306755 -0.315 0.343 -0.066 0.048
H -0.332951 1.749346 -0.241128 0.458 0.025 -0.437 -0.078
H -1.234676 -0.376288 -3.502066 -0.256 0.112 -0.503 0.098
H 1.464675 -1.047816 -3.846233 0.231 -0.256 -0.373 0.097
C -2.949435 5.124125 3.412593 0.166 -0.088 -0.136 -0.059
N -1.946951 4.077780 3.401035 -0.120 0.264 -0.142 -0.198
C -1.107677 3.907035 2.227002 -0.004 -0.104 0.189 -0.036
C -1.762890 3.246632 4.442978 -0.088 -0.087 0.162 -0.357
O -0.943536 2.352247 4.470628 0.085 -0.095 -0.032 0.019
H -3.665298 4.974230 2.602012 -0.047 0.044 0.020 0.089
H -2.479998 6.102076 3.288657 -0.056 0.039 0.017 0.088
H -3.485292 5.111020 4.358516 -0.004 -0.018 0.037 0.081
H -1.238569 2.900745 1.829453 0.065 -0.036 -0.085 0.063
H -0.058007 4.027460 2.496722 0.036 -0.028 -0.061 0.094
H -1.378809 4.640375 1.472245 -0.050 0.030 0.004 0.088
H -2.444596 3.451815 5.286367 0.001 0.023 -0.003 0.133
C 3.722890 5.590673 0.910749 -0.054 0.108 -0.141 -0.047
N 3.173992 5.481153 -0.427752 0.052 0.245 0.078 -0.191
C 2.987567 6.682492 -1.226288 -0.019 -0.156 -0.028 -0.038
C 2.829971 4.297972 -0.954827 -0.095 -0.157 0.171 -0.362
O 2.369600 4.137765 -2.073185 0.106 -0.075 -0.121 0.012
H 3.081533 6.217337 1.532984 0.024 -0.009 0.056 0.089
H 4.719389 6.034527 0.876010 0.016 -0.010 0.055 0.090
H 3.793431 4.603813 1.362533 -0.012 -0.039 -0.009 0.088
H 1.937615 6.797126 -1.494896 -0.005 0.035 -0.025 0.092
H 3.565084 6.615850 -2.148106 -0.007 0.039 -0.023 0.092
H 3.312917 7.547980 -0.656397 0.019 0.010 0.043 0.085
H 2.998248 3.458139 -0.266288 -0.052 0.038 0.135 0.117